A.
Entry from the Open Molecules 2025 dataset: an isolated molecule of C22H26N2O3 (ωB97M-V with the def2-TZVPD basis set).

## Properties
* SMILES string: COc1ccc(-c2cc3ccccc3n2C[C@H](O)CN2CCOCC2)cc1
* Kohn-Sham gap: 8.321 eV

Atoms and positions in Å:
C: 4.620 1.517 2.821
O: 4.180 1.975 1.566
C: 2.869 1.817 1.236
C: 2.499 2.283 -0.027
C: 1.200 2.159 -0.466
C: 0.229 1.556 0.335
C: -1.148 1.474 -0.139
C: -1.891 2.495 -0.672
C: -3.187 1.985 -0.940
C: -4.356 2.537 -1.465
C: -5.463 1.731 -1.599
C: -5.430 0.387 -1.218
C: -4.289 -0.184 -0.695
C: -3.165 0.622 -0.555
N: -1.923 0.335 -0.051
C: -1.459 -1.001 0.195
C: -1.207 -1.766 -1.129
O: -1.567 -3.127 -1.027
C: 0.267 -1.656 -1.547
N: 1.183 -1.936 -0.459
C: 2.516 -1.412 -0.704
C: 3.372 -1.648 0.540
O: 3.456 -3.013 0.868
C: 2.166 -3.545 1.071
C: 1.283 -3.357 -0.160
C: 0.600 1.112 1.599
C: 1.902 1.239 2.051
H: 4.480 0.436 2.927
H: 5.684 1.746 2.861
H: 4.110 2.034 3.640
H: 3.256 2.741 -0.645
H: 0.926 2.522 -1.445
H: -1.557 3.502 -0.823
H: -4.384 3.576 -1.757
H: -6.378 2.137 -2.005
H: -6.319 -0.216 -1.337
H: -4.283 -1.223 -0.397
H: -0.523 -0.979 0.753
H: -2.211 -1.536 0.784
H: -1.807 -1.294 -1.924
H: -2.524 -3.192 -0.930
H: 0.439 -0.626 -1.869
H: 0.430 -2.324 -2.408
H: 2.451 -0.339 -0.896
H: 2.993 -1.905 -1.570
H: 4.395 -1.304 0.374
H: 2.926 -1.092 1.378
H: 2.303 -4.605 1.291
H: 1.694 -3.050 1.934
H: 0.286 -3.750 0.031
H: 1.724 -3.909 -1.008
H: -0.144 0.691 2.260
H: 2.147 0.893 3.044

Here are the natural (NBO) charges for atoms 1 to 8, given in e: -0.2533 -0.4932 0.2989 -0.2520 -0.1784 -0.1101 0.1687 -0.2857

B.
Entry from the Open Molecules 2025 dataset: an isolated molecule of C22H26N2O3 (ωB97M-V with the def2-TZVPD basis set).

## Properties
* SMILES string: C[C@H]1C=CC[C@@H]2C(=O)N(c3cccc(C(=O)N4CCCCCC4)c3)C(=O)[C@@H]21
* Kohn-Sham gap: 9.684 eV

Atoms and positions in Å:
C: 5.224 2.569 0.224
C: 3.930 1.823 -0.109
C: 3.922 1.377 -1.542
C: 4.523 0.258 -1.914
C: 5.226 -0.606 -0.914
C: 4.432 -0.683 0.402
C: 3.321 -1.704 0.222
O: 3.453 -2.856 -0.089
N: 2.111 -1.075 0.457
C: 0.850 -1.715 0.337
C: 0.653 -2.979 0.877
C: -0.587 -3.582 0.757
C: -1.629 -2.923 0.129
C: -1.436 -1.648 -0.388
C: -2.551 -0.968 -1.127
O: -3.042 -1.483 -2.118
N: -2.950 0.235 -0.661
C: -2.487 0.820 0.579
C: -3.620 1.412 1.425
C: -4.876 0.538 1.460
C: -5.855 0.869 0.332
C: -5.381 0.424 -1.049
C: -3.981 0.926 -1.411
C: -0.184 -1.054 -0.307
C: 2.245 0.254 0.815
O: 1.334 0.993 1.082
C: 3.722 0.605 0.817
H: 5.198 2.936 1.247
H: 5.340 3.419 -0.444
H: 6.090 1.924 0.107
H: 3.092 2.506 0.068
H: 3.421 2.011 -2.257
H: 4.531 -0.063 -2.944
H: 6.223 -0.201 -0.717
H: 5.353 -1.620 -1.299
H: 5.098 -1.051 1.188
H: 1.466 -3.488 1.370
H: -0.740 -4.570 1.162
H: -2.597 -3.390 0.034
H: -1.988 0.040 1.156
H: -1.747 1.604 0.372
H: -3.887 2.405 1.062
H: -3.227 1.537 2.436
H: -4.595 -0.515 1.409
H: -5.388 0.697 2.411
H: -6.811 0.384 0.539
H: -6.031 1.948 0.325
H: -5.366 -0.666 -1.105
H: -6.086 0.785 -1.800
H: -3.888 1.999 -1.236
H: -3.802 0.719 -2.470
H: -0.016 -0.080 -0.739
H: 3.989 0.903 1.836

Here are the natural (NBO) charges for atoms 1 to 8, given in e: -0.5910 -0.2584 -0.1804 -0.1956 -0.4306 -0.3184 0.7171 -0.5637

Most stable structure - B; separation to the second - 204.0 kJ/mol.

A.
Entry from the Open Molecules 2025 dataset: an isolated molecule of C2H4O3 (ωB97M-V with the def2-TZVPD basis set).

## Properties
* SMILES string: O=C(O)CO
* Kohn-Sham gap: 11.286 eV

Atoms and positions in Å:
O: -0.595 1.680 -0.035
C: -0.649 0.485 0.009
O: -1.827 -0.156 -0.037
C: 0.560 -0.426 -0.004
O: 1.718 0.323 -0.066
H: -1.751 -1.117 -0.058
H: 0.518 -1.037 -0.875
H: 0.531 -1.066 0.893
H: 1.496 1.315 0.173

Here are the natural (NBO) charges for atoms 1 to 8, given in e: -0.5664 0.7667 -0.6686 -0.1816 -0.7126 0.4878 0.1945 0.1814

B.
Entry from the Open Molecules 2025 dataset: a cluster of 2 separate species, C2H4O3 in total (ωB97M-V with the def2-TZVPD basis set).

## Properties
* Kohn-Sham gap: 10.594 eV

Atoms and positions in Å:
C: 1.049 -0.501 -0.855
C: -0.501 -0.126 0.629
O: 0.674 -1.299 -1.869
O: 1.586 -1.757 -0.876
O: 1.705 0.632 -0.924
H: -0.131 0.726 1.214
H: -0.651 -0.986 1.242
H: -1.498 0.140 0.298
H: 2.284 0.698 -1.822

Here are the natural (NBO) charges for atoms 1 to 8, given in e: 0.7842 -0.6357 -0.2742 -0.2702 -0.6941 0.1980 0.1958 0.1993

C.
Entry from the Open Molecules 2025 dataset: a cluster of 2 separate species, C2H4O3 in total (ωB97M-V with the def2-TZVPD basis set).

## Properties
* Kohn-Sham gap: 10.779 eV

Atoms and positions in Å:
C: 0.390 0.392 0.054
C: -0.969 0.087 0.155
O: 1.122 1.292 0.601
O: 1.045 1.182 -0.854
O: 1.166 -1.384 0.137
H: -1.555 0.985 -0.184
H: -1.157 0.080 1.155
H: -1.241 -0.805 -0.393
H: 1.198 -1.829 -0.672

Here are the natural (NBO) charges for atoms 1 to 8, given in e: 0.8143 -0.7080 -0.2047 -0.2180 -0.8992 0.2441 0.2525 0.2714

Most stable structure - A; separation to the second - 554.5 kJ/mol.